Below is a molecular structure, C27H31N10O5STa, with properties calculated with wB97M-V/def2-TZVPD.

Calculated values
- F_max (eV/Å) = 0.41
- HOMO (Ha) = -0.4692
- E_LUMO (eV) = -6.5
- energy (eV) = -66020.638
- HOMO-LUMO gap (eV) = 6.2
- energy above the lowest of the compared OMol25 structures with the same formula, charge and spin (eV) = 0.0000

Structure (ORCA input):
```
! wB97M-V def2-TZVPD RIJCOSX def2/J DEFGRID3
* xyz 2 1
O 0.222 1.176 1.230
H 0.344 -5.540 0.856
C -4.177 1.140 0.568
H -4.079 4.247 -2.510
H -3.441 -4.568 -0.874
H 0.690 -3.176 1.498
C -2.664 0.761 -2.974
H -6.141 1.648 0.553
C -0.408 -4.802 0.608
C -2.888 2.667 -1.711
H -1.700 -6.236 -0.337
C 4.313 -3.855 -1.293
C 2.045 2.592 0.424
S -2.635 1.571 1.313
C -3.492 1.252 -3.957
H 5.201 -4.472 -1.225
N -5.216 1.976 0.781
C 0.840 -1.451 -1.500
N -3.171 -0.663 -0.246
Ta -1.186 0.287 -0.207
C -0.208 -3.482 0.978
C -2.328 -2.917 -0.054
O 0.740 -0.454 -0.673
C 1.894 3.892 1.249
O 0.004 2.001 -0.741
H 2.671 1.899 0.989
N 2.645 2.420 3.707
H 3.273 -5.238 -2.570
H 4.589 -0.129 3.914
N -2.389 1.438 -1.836
C 3.005 1.139 3.643
N 4.213 0.786 4.097
H 0.607 2.054 3.598
C 4.269 -2.624 -0.628
H -4.700 2.932 -4.547
H 0.934 4.900 2.844
C -1.157 -2.536 0.625
H 0.377 -3.345 -2.965
H -4.398 -2.272 -0.341
N -1.101 -0.741 -2.174
H 3.512 3.237 -0.853
C 3.246 -4.292 -2.045
C -2.526 -4.266 -0.376
H 4.733 1.385 4.715
H -1.854 -1.015 -4.067
O -0.990 -1.240 0.940
C 3.136 -1.853 -0.720
H 1.536 4.667 0.567
C 0.959 3.880 2.461
H 1.385 0.450 2.573
H 3.077 -0.888 -0.232
H -2.631 3.202 -0.810
H 1.058 3.429 4.565
H -3.683 0.661 -4.843
H -0.064 3.667 2.140
H 2.012 3.243 -1.520
H 2.904 4.189 1.541
H 3.347 3.056 4.049
H -5.136 2.687 1.486
C 2.033 -2.277 -1.479
C -3.710 3.243 -2.668
H 2.452 -0.756 3.210
C -1.884 -0.456 -3.138
N -0.148 -1.706 -2.341
H 5.127 -2.279 -0.066
C -3.366 -1.941 -0.252
C -4.043 2.518 -3.793
C 2.095 -3.507 -2.162
O 1.104 -3.995 -2.911
N 2.630 2.744 -0.892
N -4.335 0.098 -0.172
C 1.264 2.919 3.626
N 2.203 0.216 3.128
C 0.717 1.900 0.297
C -1.560 -5.198 -0.069
*
```